[1]
108
Properties=species:S:1:pos:R:3:forces:R:3 method="wB97M-V/def2-TZVPD" energy_ev=-65652.82235 charge=0 orbital_gap_ev=9.5 smiles="CCOC(C)=O.CCOC(C)=O.CCOC(C)=O.c1ccncc1.c1ccncc1.c1ccncc1.c1ccncc1.c1ccncc1.c1ccncc1" de_lowest_kj_mol=168.9 spin_multiplicity=1
O 17.001 -1.798 17.194 -1.1 0.1 1.8
C 16.191 -1.439 18.048 0.4 0.9 -2.0
O 16.194 -1.830 19.354 0.4 0.9 -1.3
C 17.286 -2.592 19.848 -0.1 -2.9 0.8
C 16.862 -4.124 19.760 -0.7 1.7 0.2
C 15.172 -0.272 17.808 1.2 -1.1 0.6
H 17.386 -2.301 20.894 -0.2 -0.1 0.1
H 18.304 -2.511 19.468 -0.4 0.8 -1.0
H 15.840 -4.122 20.137 0.0 -0.3 0.6
H 17.500 -4.783 20.349 0.0 0.1 -0.2
H 16.682 -4.462 18.739 0.8 0.1 -0.2
H 15.822 0.570 18.045 -0.3 0.4 0.7
H 14.338 -0.412 18.496 0.1 0.5 -0.1
H 14.899 0.009 16.791 0.0 -1.0 -0.2
O 19.206 2.499 21.330 1.8 0.0 -0.9
C 19.550 3.614 21.011 -1.6 0.3 -0.4
O 20.447 4.033 20.036 0.1 -0.4 1.0
C 21.471 3.126 19.582 1.4 -1.1 1.1
C 22.736 3.122 20.494 -1.2 0.6 0.9
C 18.714 4.762 21.546 1.4 0.3 0.3
H 21.905 3.418 18.626 -1.2 0.1 -0.3
H 21.053 2.120 19.622 0.0 0.1 -0.6
H 23.042 4.157 20.645 0.3 0.0 -0.1
H 23.582 2.514 20.174 -0.3 0.1 -0.5
H 22.473 2.755 21.486 -0.1 -0.1 0.1
H 19.360 5.570 21.889 0.0 0.2 -0.3
H 18.221 4.405 22.451 -0.5 0.0 -0.5
H 18.081 5.124 20.736 -0.3 0.0 0.3
O 17.113 2.771 17.856 2.4 -0.3 -0.8
C 18.186 3.102 17.339 -1.9 -1.0 -0.1
O 19.118 2.278 16.765 -0.3 1.5 0.1
C 18.966 0.860 16.809 -1.1 -0.4 1.1
C 19.566 0.358 18.102 0.5 0.0 0.4
C 18.542 4.552 17.226 -0.2 0.0 0.3
H 19.494 0.386 15.982 -0.2 0.6 -0.2
H 17.895 0.659 16.786 0.1 -0.3 -0.3
H 20.649 0.367 17.984 0.2 -0.1 0.2
H 19.251 -0.644 18.391 -0.1 -0.1 -0.4
H 19.332 1.005 18.947 -0.2 0.1 -0.1
H 18.544 4.925 16.201 0.6 -0.4 -0.1
H 19.470 4.673 17.785 0.1 0.5 -0.3
H 17.732 5.116 17.688 0.1 -0.1 0.3
N 23.225 0.574 16.021 -0.6 -0.1 -0.5
C 22.448 1.527 15.479 0.8 0.9 1.1
C 22.653 2.893 15.795 0.6 -0.2 0.9
C 23.656 3.232 16.726 0.5 -1.6 -0.3
C 24.372 2.197 17.359 0.2 0.1 -1.6
C 24.159 0.894 16.902 -0.5 0.6 0.5
H 21.677 1.156 14.819 -0.1 0.2 -0.2
H 22.113 3.760 15.444 -0.4 -0.4 -0.7
H 24.016 4.242 16.854 -0.5 0.3 0.2
H 25.273 2.377 17.926 -0.2 0.2 0.5
H 24.741 0.070 17.287 0.2 -0.1 0.1
N 15.691 1.596 14.842 1.0 1.1 -0.3
C 16.665 1.280 13.939 0.1 1.6 0.9
C 17.514 2.254 13.339 -1.6 0.5 0.3
C 17.233 3.616 13.616 1.3 -2.1 0.6
C 16.317 3.900 14.604 0.0 1.1 -0.7
C 15.574 2.914 15.197 -0.4 -1.7 -1.1
H 16.821 0.221 13.793 0.0 -0.1 -0.3
H 18.279 2.001 12.619 0.0 -0.3 0.1
H 17.904 4.390 13.274 -0.2 0.1 -0.5
H 16.170 4.956 14.776 -0.3 0.1 0.6
H 14.774 3.192 15.867 0.0 -0.3 0.3
N 19.671 -0.507 13.003 1.0 -0.3 0.0
C 19.650 -1.343 14.080 1.2 0.6 -0.5
C 20.762 -2.077 14.501 1.9 -0.2 -1.7
C 21.979 -2.054 13.691 -3.3 0.6 0.9
C 21.903 -1.270 12.551 1.2 0.1 0.3
C 20.812 -0.461 12.268 -1.3 -0.9 1.3
H 18.758 -1.318 14.688 -0.3 -0.2 -0.1
H 20.767 -2.738 15.355 -0.4 0.2 0.2
H 22.852 -2.621 13.979 0.0 0.0 -0.1
H 22.789 -1.189 11.939 0.0 0.0 -0.3
H 20.860 0.215 11.427 -0.3 0.1 -0.1
N 15.880 8.937 13.796 2.5 -1.1 0.5
C 16.857 8.739 12.862 -0.3 -1.0 1.0
C 18.026 7.966 13.081 -0.4 -0.1 0.8
C 18.270 7.459 14.345 -1.3 0.5 1.1
C 17.306 7.672 15.369 0.9 0.4 -1.3
C 16.170 8.393 15.043 -0.6 0.8 -1.4
H 16.712 9.125 11.864 -0.4 0.3 0.0
H 18.750 7.677 12.333 -0.2 0.6 -0.5
H 19.179 6.948 14.627 0.1 -0.2 -0.3
H 17.544 7.359 16.374 -0.4 -0.1 0.1
H 15.418 8.619 15.784 -0.1 -0.1 0.1
N 20.393 -2.239 22.682 1.1 -1.7 -1.2
C 20.192 -3.597 22.892 -0.1 1.9 -1.9
C 20.198 -4.516 21.822 0.5 0.7 0.7
C 20.559 -4.047 20.571 -0.2 -0.7 -0.2
C 20.932 -2.743 20.371 -0.2 0.2 -0.2
C 20.850 -1.865 21.426 -1.7 -0.5 2.0
H 19.891 -3.901 23.884 0.0 0.1 0.1
H 19.964 -5.561 21.967 -0.1 0.0 0.1
H 20.511 -4.669 19.689 0.0 -0.4 0.1
H 21.114 -2.426 19.355 0.3 0.3 0.0
H 20.932 -0.805 21.238 0.3 0.2 0.3
N 13.708 3.038 20.405 -1.4 -0.5 -0.5
C 14.931 2.514 20.374 -1.0 -0.8 0.8
C 15.199 1.208 20.826 0.4 0.5 -0.5
C 14.168 0.406 21.263 -0.5 0.3 -0.5
C 12.879 0.931 21.194 -0.4 0.2 -0.2
C 12.651 2.221 20.736 2.3 0.1 0.6
H 15.730 3.116 19.967 0.0 0.2 0.1
H 16.223 0.883 20.722 0.1 -0.3 0.2
H 14.262 -0.640 21.515 0.4 0.0 0.2
H 12.024 0.324 21.451 0.0 -0.1 0.1
H 11.634 2.585 20.728 0.1 0.5 -0.2



[2]
21
Properties=species:S:1:pos:R:3:forces:R:3 method="wB97M-V/def2-TZVPD" energy_ev=-9969.62335 charge=0 orbital_gap_ev=9.6 smiles="CCCN[C@H](C)C=O" de_lowest_kj_mol=149.6 spin_multiplicity=1
C 2.261 -0.695 0.454 1.0 0.8 0.9
C 2.786 -1.952 1.115 0.7 -0.3 0.1
C 0.816 -0.743 0.103 -1.6 0.2 -1.7
N 0.310 0.521 -0.452 0.9 0.2 -0.2
C -1.368 1.942 -1.541 -0.3 0.3 0.0
C -1.033 0.549 -0.959 1.1 0.7 -0.4
C -2.120 0.215 0.025 -0.8 -0.3 0.0
O -2.023 0.210 1.222 0.3 0.0 0.0
H 2.501 0.175 1.083 -0.3 -0.1 0.2
H 2.877 -0.489 -0.422 -0.3 -0.1 -0.4
H 2.327 -2.186 2.076 -0.4 -0.1 -0.2
H 3.849 -1.872 1.357 0.0 0.3 -0.1
H 2.747 -2.790 0.418 -0.4 -0.2 0.2
H 0.728 -1.461 -0.733 -0.1 -0.1 0.2
H 0.082 -1.061 0.845 0.7 -0.4 0.7
H 0.556 1.334 0.089 -0.1 0.0 0.3
H -1.249 1.991 -2.622 0.0 -0.2 0.0
H -0.752 2.757 -1.159 0.1 -0.3 0.4
H -2.402 2.202 -1.305 0.0 0.1 -0.2
H -1.027 -0.111 -1.833 -0.6 -0.5 0.3
H -3.113 0.013 -0.440 0.1 0.0 0.0



[3]
29
Properties=species:S:1:pos:R:3:forces:R:3 method="wB97M-V/def2-TZVPD" energy_ev=-28947.99965 charge=+1 orbital_gap_ev=9.5 de_lowest_kj_mol=464.4 spin_multiplicity=1
C 3.324 -0.546 0.108 1.6 -2.4 -1.7
C 2.766 0.269 1.042 -0.2 1.4 0.2
C 2.630 -1.452 -0.729 -2.1 0.9 2.4
C 1.365 0.238 1.085 1.1 0.1 -1.0
C 1.247 -1.594 -0.594 0.8 0.4 -0.9
C 0.687 -0.629 0.216 -2.2 1.2 1.7
C -1.432 -1.642 0.247 -1.3 -1.3 1.8
C -0.017 1.765 -2.068 0.0 2.0 -4.4
C -2.214 2.276 1.205 -1.3 -1.4 0.0
N -0.941 -2.835 0.782 -3.0 1.6 -2.0
N -0.779 -0.489 0.246 0.9 -1.8 -0.8
N -1.514 0.822 -0.635 -0.1 -2.3 0.3
O -0.505 1.683 -0.790 -1.7 -0.1 3.3
O -2.473 1.125 0.288 0.1 1.6 0.4
S -3.154 -1.871 -0.132 0.8 -1.1 -0.4
H 4.395 -0.725 -0.014 -0.1 0.9 0.3
H 3.419 1.037 1.566 -1.2 -1.3 -0.3
H 3.114 -2.138 -1.319 1.5 -1.2 -1.4
H 0.869 0.981 1.671 -0.6 0.0 0.3
H 0.609 -2.353 -1.114 0.9 1.0 0.3
H -0.553 1.093 -2.885 1.0 1.3 2.0
H 1.074 1.566 -2.037 -0.7 0.1 -0.1
H -0.213 2.923 -2.356 0.7 -2.8 0.2
H -3.073 2.478 1.893 0.3 -0.7 -1.1
H -2.104 3.049 0.518 0.6 1.8 -0.5
H -1.384 2.058 1.822 1.1 -0.1 0.4
H -0.037 -2.750 1.121 1.9 -0.8 0.8
H -1.563 -3.687 0.807 1.3 1.6 0.2
H -3.542 -0.653 0.056 -0.3 1.4 0.0



[4]
45
Properties=species:S:1:pos:R:3:forces:R:3 method="wB97M-V/def2-TZVPD" energy_ev=-29259.33825 charge=-1 orbital_gap_ev=5.1 spin_multiplicity=1
C 3.791 -2.468 0.965 -0.5 0.2 1.0
N 3.583 -1.098 1.527 1.2 -0.5 -0.9
C 3.722 -0.136 0.387 -0.1 -1.4 0.2
P 2.094 0.522 -0.312 -0.6 1.9 0.0
C 1.868 -0.502 -1.892 0.9 -0.7 0.0
C 2.919 -0.002 -2.915 0.0 0.0 0.2
N 3.003 -0.443 -4.111 0.0 0.2 0.8
O 0.826 0.199 0.787 1.2 -1.1 -1.1
C -0.397 0.303 0.022 -1.0 1.0 -1.0
C -1.654 0.692 0.872 1.3 0.7 1.3
C -1.282 1.897 1.853 -1.2 -0.4 -0.2
C -2.209 -0.454 1.780 -0.3 -0.4 -1.0
C -3.033 -1.566 1.042 0.1 -0.6 -0.1
C -2.134 -2.591 0.234 -0.4 0.9 0.4
C -4.205 -1.039 0.142 -0.5 -0.3 0.5
H 2.978 -2.622 0.229 0.6 -0.2 0.3
H 3.689 -3.199 1.799 -0.1 0.3 -0.7
H 4.808 -2.602 0.530 -0.6 0.1 -0.1
H 4.399 -0.948 2.123 -0.4 0.1 0.1
H 4.412 0.683 0.672 -0.8 -0.1 -0.1
H 4.231 -0.688 -0.453 -0.3 0.7 0.3
H 2.065 -1.582 -1.686 -0.3 0.6 -0.4
H 0.875 -0.377 -2.361 0.4 0.0 0.5
H 3.629 0.791 -2.579 -0.5 -0.4 0.1
H 3.773 0.051 -4.572 -0.2 -0.1 -0.1
H -0.571 -0.621 -0.581 0.2 0.4 0.7
H -0.247 1.128 -0.731 -0.4 -0.3 0.6
H -2.399 1.124 0.169 0.5 -0.5 0.3
H -2.139 1.966 2.573 0.6 0.1 -0.4
H -1.264 2.856 1.297 0.5 -0.6 0.1
H -0.377 1.689 2.457 -0.3 0.2 -0.5
H -1.369 -0.979 2.300 -0.5 0.6 -0.2
H -2.871 0.000 2.546 0.4 -0.3 -0.4
H -3.510 -2.184 1.845 0.4 0.5 -0.4
H -2.009 -2.219 -0.804 0.0 -0.4 0.5
H -2.650 -3.575 0.239 0.5 0.5 -0.2
H -1.128 -2.646 0.704 -0.6 -0.3 -0.3
H -5.173 -1.239 0.666 0.6 0.2 -0.4
H -4.262 -1.598 -0.816 0.1 0.4 0.5
H -4.179 0.047 -0.067 0.2 -0.6 0.0
C -1.510 4.651 -1.175 -0.1 0.5 -0.1
O -1.153 3.361 -1.136 0.0 -0.3 0.1
H -1.725 5.087 -2.186 0.0 -0.2 -0.3
H -2.439 4.938 -0.614 -0.2 -0.2 0.2
H -0.773 5.394 -0.771 0.3 -0.1 0.1



[5]
49
Properties=species:S:1:pos:R:3:forces:R:3 method="wB97M-V/def2-TZVPD" energy_ev=-52795.99578 charge=0 orbital_gap_ev=7.9 smiles="COc1ccc(N2CCN(C(=S)Nc3ccc(S(N)(=O)=O)cc3)CC2)cc1" de_lowest_kj_mol=192.8 spin_multiplicity=1
C -4.524 4.431 -4.189 -0.2 0.0 0.0
H -4.850 4.845 -5.142 0.0 0.0 0.1
O -3.129 4.298 -4.289 0.3 -0.1 0.0
C -2.450 3.788 -3.216 0.0 0.0 0.1
C -3.023 3.392 -2.016 -0.2 0.2 -0.4
C -2.237 2.879 -0.998 0.3 -0.1 0.2
C -0.856 2.752 -1.139 -0.2 0.1 -0.1
C -0.287 3.174 -2.347 -0.1 0.0 0.0
C -1.068 3.672 -3.364 -0.2 0.0 0.0
H -0.623 3.993 -4.292 0.1 0.0 -0.1
H 0.782 3.130 -2.487 0.1 0.0 0.0
N -0.053 2.275 -0.115 0.1 -0.1 0.3
C 1.173 1.566 -0.400 0.3 -0.1 0.0
H 2.047 2.205 -0.201 0.0 -0.1 -0.1
C 1.279 0.299 0.453 0.0 0.0 -0.6
N 1.287 0.658 1.856 0.2 -0.3 0.2
C 2.158 0.159 2.751 0.0 0.2 0.2
S 2.534 0.942 4.157 0.2 0.2 0.4
N 2.798 -1.028 2.460 0.4 0.1 -0.2
C 2.239 -2.186 1.937 -0.3 -0.4 -0.3
C 3.095 -3.204 1.504 -0.1 0.1 0.1
C 2.577 -4.366 0.970 0.1 0.0 0.0
C 1.208 -4.517 0.871 -0.2 -0.4 -0.4
C 0.346 -3.536 1.319 0.0 0.0 0.0
C 0.856 -2.371 1.856 0.2 -0.1 0.1
H 0.192 -1.617 2.249 -0.1 0.1 0.0
H -0.716 -3.701 1.237 -0.2 0.1 0.0
S 0.539 -6.022 0.203 -0.1 -0.4 0.5
O 1.509 -6.640 -0.653 0.2 0.1 0.3
O -0.786 -5.776 -0.288 0.0 0.2 0.3
N 0.409 -6.957 1.600 0.1 0.5 -0.6
H 0.993 -7.776 1.555 0.2 -0.1 -0.1
H -0.548 -7.200 1.798 -0.3 0.0 0.0
H 3.216 -5.157 0.612 0.2 0.0 0.0
H 4.163 -3.069 1.590 0.1 0.0 0.0
H 3.655 -1.154 2.984 -0.2 0.1 0.0
C 0.546 1.857 2.196 -0.4 0.3 0.1
C -0.592 2.059 1.206 0.0 0.0 0.0
H -1.162 2.943 1.504 0.0 -0.1 0.1
H -1.266 1.186 1.246 -0.1 0.1 0.0
H 0.157 1.748 3.211 0.0 0.1 -0.2
H 1.210 2.730 2.189 -0.1 -0.1 0.1
H 0.435 -0.364 0.224 0.1 0.0 0.0
H 2.201 -0.231 0.208 -0.1 0.0 0.0
H 1.195 1.273 -1.452 0.0 0.0 0.1
H -2.726 2.569 -0.088 0.0 -0.1 0.1
H -4.087 3.468 -1.855 -0.1 0.0 0.0
H -4.807 5.117 -3.383 0.0 0.0 0.0
H -5.012 3.464 -4.030 0.0 0.0 0.0



[6]
23
Properties=species:S:1:pos:R:3:forces:R:3 method="wB97M-V/def2-TZVPD" energy_ev=-9559.41851 charge=0 orbital_gap_ev=10.0 smiles=Cc1ccccc1.CC de_lowest_kj_mol=73.6 spin_multiplicity=1
C 1.136 -2.995 -0.943 0.2 -0.6 -2.5
C 1.542 -4.448 -0.725 1.2 0.6 0.0
H 0.224 -2.785 -0.477 -1.1 0.6 1.2
H 1.890 -2.220 -0.836 0.2 -0.2 0.8
H 0.862 -2.865 -2.005 0.1 -0.1 0.1
H 1.598 -4.643 0.337 -0.2 -0.4 0.2
H 2.559 -4.603 -1.100 -0.1 0.0 0.0
H 0.920 -5.167 -1.250 -0.3 0.1 0.2
C -0.818 4.120 -0.169 -1.6 -1.3 0.3
C -0.481 0.040 1.070 -0.7 -0.4 0.2
C -1.249 0.903 1.837 0.1 0.6 -0.5
C 0.032 0.423 -0.160 0.8 -0.1 1.0
C -1.266 2.253 1.487 -0.2 -0.6 0.5
C -0.119 1.740 -0.569 -0.6 0.1 0.3
C -0.694 2.671 0.299 0.1 0.6 -0.6
H -0.371 -0.973 1.432 0.1 -0.2 -0.2
H -1.880 0.531 2.632 0.4 0.1 0.3
H 0.701 -0.309 -0.591 -0.3 0.2 -0.8
H -1.778 2.937 2.154 0.0 0.2 -0.2
H 0.039 2.077 -1.579 0.7 -0.1 -0.2
H -0.627 4.134 -1.238 0.6 0.6 0.1
H -0.331 4.831 0.489 0.6 0.1 -0.4
H -1.889 4.347 -0.092 0.1 0.2 0.0



HOMO: -9.2 -8.6 -12.7 -2.4 -7.5 -9.0 (eV)